No. 1
Entry from OMol25: an isolated molecule of C4H8O at a distorted geometry (ωB97M-V/def2-TZVPD).

Results
* energy above the lowest of the compared OMol25 structures with the same formula, charge and spin: 116.0 kJ/mol
* Kohn-Sham gap: 10.91 eV
* molecular weight: 72.1 u
* largest force on an atom: 1.87 eV/Å
* structure (SMILES): OC1CCC1
* HOMO level: -0.364 Ha

```
! wB97M-V def2-TZVPD RIJCOSX def2/J DEFGRID3
* xyz 0 1
C -0.781 0.030 0.900
H -1.182 -1.569 -0.608
H -1.029 1.079 0.990
O 1.546 0.988 1.022
H 2.443 0.989 0.573
H 1.168 -1.064 0.745
H -1.949 -0.024 -1.183
C 0.737 -0.039 0.488
C -1.150 -0.440 -0.543
H 0.163 1.127 -1.261
H 0.814 -0.470 -1.809
H -1.020 -0.654 1.708
C 0.240 0.049 -1.022
*
```

Here are the natural (NBO) charges for atoms 1 to 2, given in e: atom 1 (C): -0.420, atom 2 (H): 0.197



No. 2
Entry from OMol25: a cluster of 2 separate species, C4H8O in total at a distorted geometry (ωB97M-V/def2-TZVPD).

Results
* energy above the lowest of the compared OMol25 structures with the same formula, charge and spin: 282.4 kJ/mol
* Kohn-Sham gap: 9.80 eV
* molecular weight: 72.1 u
* largest force on an atom: 2.41 eV/Å
* structure (SMILES): CC=O.C=C
* HOMO level: -0.343 Ha

```
! wB97M-V def2-TZVPD RIJCOSX def2/J DEFGRID3
* xyz 0 1
H 1.455 1.294 0.158
C -1.753 0.505 0.022
C -1.045 -0.383 0.705
O 0.533 -1.742 -0.754
H 1.311 -1.033 0.984
C 1.387 0.497 -0.593
H -2.751 0.288 -0.300
C 0.949 -0.841 -0.050
H -1.357 1.514 -0.084
H 0.766 0.812 -1.433
H -1.260 -1.437 0.833
H 2.398 0.298 -0.965
H -0.633 0.229 1.476
*
```

Here are the natural (NBO) charges for atoms 1 to 2, given in e: atom 1 (H): 0.215, atom 2 (C): -0.331



No. 3
Entry from OMol25: an isolated molecule of C4H8O at a distorted geometry (ωB97M-V/def2-TZVPD).

Results
* energy above the lowest of the compared OMol25 structures with the same formula, charge and spin: 161.2 kJ/mol
* Kohn-Sham gap: 10.54 eV
* molecular weight: 72.1 u
* largest force on an atom: 1.64 eV/Å
* structure (SMILES): COC1CC1
* HOMO level: -0.343 Ha

```
! wB97M-V def2-TZVPD RIJCOSX def2/J DEFGRID3
* xyz 0 1
H 0.019 0.208 1.513
C 0.541 -1.452 0.099
H 0.250 -1.820 -0.914
H 0.487 -2.202 0.903
H -2.263 -0.066 -0.380
H -2.043 1.198 0.818
O -0.363 0.872 -0.417
H 2.499 -0.400 0.803
H 1.976 -0.033 -0.902
C 1.657 -0.412 0.066
H -2.199 1.655 -0.963
C -1.783 0.916 -0.236
C 0.281 0.030 0.481
*
```

Here are the natural (NBO) charges for atoms 1 to 2, given in e: atom 1 (H): 0.179, atom 2 (C): -0.466



No. 4
Entry from OMol25: a cluster of 2 separate species, C4H8O in total (ωB97M-V/def2-TZVPD).

Results
* energy above the lowest of the compared OMol25 structures with the same formula, charge and spin: 345.5 kJ/mol
* Kohn-Sham gap: 9.42 eV
* molecular weight: 72.1 u
* largest force on an atom: 0.79 eV/Å
* structure (SMILES): OC1=CC1.C
* HOMO level: -0.320 Ha

```
! wB97M-V def2-TZVPD RIJCOSX def2/J DEFGRID3
* xyz 0 1
H 1.890 -1.263 -0.068
O -0.773 0.174 -1.452
H -1.216 1.032 -1.444
H -2.209 0.184 1.009
H -1.290 -0.792 2.242
C 1.210 0.960 -0.076
C 0.351 0.272 -0.755
C 1.648 -0.386 -0.684
H -0.470 0.044 0.994
C -1.371 -0.487 1.206
H 1.541 1.955 0.150
H -1.440 -1.354 0.540
H 2.128 -0.337 -1.661
*
```

Here are the natural (NBO) charges for atoms 1 to 2, given in e: atom 1 (H): 0.190, atom 2 (O): -0.641



No. 5
Entry from OMol25: an isolated molecule of C4H8O (ωB97M-V/def2-TZVPD).

Results
* energy above the lowest of the compared OMol25 structures with the same formula, charge and spin: 111.8 kJ/mol
* Kohn-Sham gap: 11.19 eV
* molecular weight: 72.1 u
* largest force on an atom: 0.39 eV/Å
* structure (SMILES): OCC1CC1
* HOMO level: -0.371 Ha

```
! wB97M-V def2-TZVPD RIJCOSX def2/J DEFGRID3
* xyz 0 1
C -1.300 0.733 -0.202
C -1.196 -0.735 0.094
C -0.006 0.014 -0.445
H -1.871 1.043 -1.072
H -1.349 1.424 0.636
O 2.396 -0.244 -0.173
H 1.070 -0.083 1.432
H 0.252 -0.162 -1.488
H 2.273 -1.198 -0.256
H -1.173 -1.033 1.141
H 1.406 1.374 0.483
H -1.724 -1.429 -0.555
C 1.222 0.296 0.406
*
```

Here are the natural (NBO) charges for atoms 1 to 2, given in e: atom 1 (C): -0.417, atom 2 (C): -0.420



No. 6
Entry from OMol25: a cluster of 2 separate species, C4H8O in total (ωB97M-V/def2-TZVPD).

Results
* energy above the lowest of the compared OMol25 structures with the same formula, charge and spin: 173.5 kJ/mol
* Kohn-Sham gap: 10.06 eV
* molecular weight: 72.1 u
* largest force on an atom: 0.43 eV/Å
* structure (SMILES): C=CO.C=C
* HOMO level: -0.331 Ha

```
! wB97M-V def2-TZVPD RIJCOSX def2/J DEFGRID3
* xyz 0 1
H 1.222 -1.440 -0.227
H 1.158 0.572 -1.444
H 1.607 2.053 -0.436
H -1.371 -1.714 0.480
H -1.460 0.660 1.125
H -2.119 1.100 -0.543
O 1.500 -1.132 0.647
C 1.450 0.984 -0.482
C 1.629 0.217 0.591
H 1.914 0.615 1.561
C -1.773 0.327 0.139
C -1.720 -0.953 -0.213
H -2.037 -1.288 -1.198
*
```

Here are the natural (NBO) charges for atoms 1 to 2, given in e: atom 1 (H): 0.477, atom 2 (H): 0.195



No. 7
Entry from OMol25: a structure of composition C4H8O at a distorted geometry (ωB97M-V/def2-TZVPD).

Results
* energy above the lowest of the compared OMol25 structures with the same formula, charge and spin: 316.6 kJ/mol
* Kohn-Sham gap: 9.82 eV
* molecular weight: 72.1 u
* largest force on an atom: 1.31 eV/Å
* HOMO level: -0.342 Ha

```
! wB97M-V def2-TZVPD RIJCOSX def2/J DEFGRID3
* xyz 0 1
O -0.845 -1.145 0.330
C -0.077 -0.007 -0.835
H 1.074 -1.464 -0.080
H 0.570 -0.151 -1.720
C -1.329 0.722 -1.145
C 0.433 -0.677 0.355
H 0.613 0.810 1.928
H 1.294 -0.815 2.273
H -1.191 1.600 -1.781
H -1.886 0.915 -0.236
H 2.118 0.266 1.132
C 1.138 -0.050 1.511
H -1.912 -0.004 -1.733
*
```

Here are the natural (NBO) charges for atoms 1 to 2, given in e: atom 1 (O): -0.550, atom 2 (C): 0.119



No. 8
Entry from OMol25: a structure of composition C4H8O (ωB97M-V/def2-TZVPD).

Results
* energy above the lowest of the compared OMol25 structures with the same formula, charge and spin: 409.6 kJ/mol
* Kohn-Sham gap: 8.54 eV
* molecular weight: 72.1 u
* largest force on an atom: 0.47 eV/Å
* HOMO level: -0.286 Ha

```
! wB97M-V def2-TZVPD RIJCOSX def2/J DEFGRID3
* xyz 0 1
O -0.555 1.017 0.741
C -0.595 -1.082 0.093
H 0.100 -1.596 0.776
H -1.805 -0.570 1.806
C 1.484 0.407 -0.511
C -1.808 -0.362 0.718
C -0.013 0.235 -0.381
H 1.733 1.421 -0.842
H -0.854 -1.760 -0.725
H -0.531 0.571 -1.284
H 1.976 0.217 0.447
H -1.022 1.797 0.411
H 1.892 -0.295 -1.249
*
```

Here are the natural (NBO) charges for atoms 1 to 2, given in e: atom 1 (O): -0.627, atom 2 (C): -0.535



No. 9
Entry from OMol25: a cluster of 3 separate species, C4H8O in total (ωB97M-V/def2-TZVPD).

Results
* energy above the lowest of the compared OMol25 structures with the same formula, charge and spin: 464.1 kJ/mol
* Kohn-Sham gap: 10.35 eV
* molecular weight: 72.1 u
* largest force on an atom: 0.62 eV/Å
* structure (SMILES): C1=CC1.[H][H].C=O
* HOMO level: -0.355 Ha

```
! wB97M-V def2-TZVPD RIJCOSX def2/J DEFGRID3
* xyz 0 1
H -1.937 0.519 0.892
H 1.178 1.651 -0.291
C 0.888 -0.978 -0.714
O -0.650 2.035 0.562
C -0.350 -1.156 -0.389
H -1.367 -1.335 -0.703
C -1.462 1.226 0.188
H -1.784 1.153 -0.869
C 0.623 -1.111 0.754
H 1.624 1.154 -0.618
H 1.653 -0.889 -1.467
H 0.681 -0.229 1.405
H 0.902 -2.041 1.251
*
```

Here are the natural (NBO) charges for atoms 1 to 2, given in e: atom 1 (H): 0.118, atom 2 (H): 0.041